[1]
# C54H116F23N11O33S13

A 14-piece molecular cluster, C54H116F23N11O33S13 overall at a distorted geometry (wB97M-V/def2-TZVPD, the Open Molecules 2025 dataset).

Its electronic energy is -12685.2464 Ha. The calculation puts the HOMO energy at -5.03 eV. The orbital gap is 6.932 eV. The largest force on an atom comes out at 10.78 eV/A. As for the charge: -2.

Element x y z (Å)
1 N -2.370673 -0.189089 -0.467254
2 S -1.560533 1.032771 -0.262364
3 O -1.394983 1.873661 -1.519584
4 O -0.576853 0.874601 0.796116
5 F -2.625793 2.016221 0.493436
6 S -1.158573 -1.160549 -1.218684
7 O 0.099737 -0.612959 -1.716954
8 O -1.794473 -2.200169 -2.011784
9 F -0.773413 -2.051429 0.101756
10 N -7.887213 -1.252599 -4.355584
11 S -7.108423 -2.516789 -4.161244
12 O -6.084983 -2.434879 -3.101704
13 O -6.968853 -3.430339 -5.305724
14 F -8.286133 -3.275249 -3.404104
15 S -7.009523 -0.512929 -5.589084
16 O -7.633673 -0.172149 -6.829954
17 O -5.616573 -0.907839 -5.673874
18 F -6.758013 0.894951 -4.886344
19 N -5.532573 6.690251 0.722536
20 S -4.502953 6.643761 1.764766
21 O -3.376473 5.849601 1.445676
22 O -4.858723 6.661191 3.148476
23 F -3.877123 8.100921 1.640496
24 S -6.194153 5.188561 1.047256
25 O -7.551503 5.380391 1.680346
26 O -5.481193 3.998151 1.507566
27 F -6.576593 4.729101 -0.453284
28 N -0.661893 -4.924899 5.961846
29 S -1.238703 -3.900749 6.842516
30 O -2.442953 -3.084459 6.421976
31 O -0.248033 -3.426769 7.865456
32 F -1.892953 -5.048139 7.780916
33 S 0.340867 -3.728109 5.177206
34 O 1.689577 -3.688069 5.771526
35 O -0.249743 -2.496499 4.536636
36 F 0.526527 -4.682669 3.856036
37 C 6.203607 -4.252259 -3.142994
38 F 6.501737 -3.036319 -2.754794
39 F 7.329067 -4.772439 -3.600014
40 F 5.616377 -4.973789 -2.163214
41 S 5.075067 -4.160339 -4.675574
42 O 5.414187 -5.298959 -5.514564
43 O 3.722027 -4.273649 -4.156644
44 N 5.696037 -2.695779 -5.380774
45 S 4.385927 -1.805869 -5.412834
46 O 3.296347 -2.281109 -6.285084
47 O 4.015047 -1.317099 -4.098584
48 C 5.251267 -0.328449 -6.336844
49 F 5.968327 -0.677109 -7.385464
50 F 4.274147 0.566331 -6.592944
51 F 6.125977 0.331691 -5.471504
52 C 3.478687 -10.383019 0.212626
53 C 4.125327 -8.957729 -0.147404
54 C 3.566757 -7.781319 0.711476
55 C 4.012327 -6.349809 0.289316
56 N 3.141847 -5.251129 0.966286
57 C 1.606207 -5.273239 0.720236
58 C 1.269827 -4.340649 -0.432644
59 C 2.486347 -3.572849 -0.724204
60 C 3.355447 -3.849279 0.529916
61 C 3.643267 -5.376789 2.462956
62 H 3.916997 -11.193599 -0.369584
63 H 2.421947 -10.232839 -0.008354
64 H 3.631877 -10.541919 1.280046
65 H 4.047707 -8.800569 -1.223224
66 H 5.211627 -8.940969 -0.059214
67 H 3.752337 -7.934459 1.774586
68 H 2.485757 -7.817989 0.576596
69 H 3.742787 -6.188679 -0.754464
70 H 5.060447 -6.086669 0.431756
71 H 1.220547 -5.067299 1.718706
72 H 1.205477 -6.285679 0.670326
73 H 0.426237 -3.740599 -0.091474
74 H 0.998537 -4.888429 -1.335104
75 H 2.543387 -2.507739 -0.948654
76 H 3.064967 -3.999869 -1.543314
77 H 2.962957 -3.195329 1.308636
78 H 4.420477 -3.724159 0.334566
79 H 3.348857 -6.330939 2.900016
80 H 3.157057 -4.652019 3.115956
81 H 4.726627 -5.294679 2.550626
82 C -4.204733 1.368551 8.814446
83 C -4.305683 0.212401 7.863706
84 C -3.960363 0.548551 6.409896
85 C -2.527963 1.079521 6.318566
86 N -2.155293 1.516301 4.826116
87 C -0.662713 1.874011 4.766576
88 C -0.548453 3.122211 3.858386
89 C -1.941503 3.500771 3.438916
90 C -2.901083 2.809371 4.438626
91 C -2.421143 0.551071 3.629666
92 H -4.671613 1.000921 9.728206
93 H -4.628043 2.311341 8.467946
94 H -3.173023 1.660911 9.009886
95 H -5.343183 -0.066879 7.680146
96 H -3.787893 -0.661299 8.259486
97 H -4.747243 1.274771 6.206106
98 H -4.149773 -0.312609 5.769096
99 H -1.867853 0.235721 6.519406
100 H -2.359313 1.969201 6.925316
101 H -0.047743 1.009921 4.515076
102 H -0.378513 2.225731 5.758356
103 H 0.102507 2.942791 3.002726
104 H -0.106353 3.966251 4.387766
105 H -2.053553 3.164791 2.408066
106 H -2.055823 4.579321 3.330466
107 H -3.859883 2.442541 4.072226
108 H -2.966733 3.363421 5.375016
109 H -2.513373 1.037161 2.658426
110 H -3.443953 0.179391 3.691416
111 H -1.870593 -0.389659 3.632866
112 C 3.834337 4.773881 3.043676
113 C 2.655967 4.705051 2.031906
114 C 1.955217 6.095401 1.876826
115 C 0.985677 6.477781 2.995176
116 N 0.375287 7.872151 2.895136
117 C 1.407267 9.012441 2.962956
118 C 0.607767 10.149271 3.383036
119 C -0.479213 9.719551 4.259406
120 C -0.529843 8.185371 4.119896
121 C -0.492583 8.065661 1.600616
122 H 4.416787 5.619621 2.678206
123 H 4.482787 3.898161 3.070926
124 H 3.618687 5.021311 4.083086
125 H 1.986957 3.999371 2.524406
126 H 3.100797 4.198241 1.175536
127 H 1.449897 6.317921 0.937016
128 H 2.725467 6.856951 1.754836
129 H 1.462237 6.379831 3.970576
130 H 0.170177 5.754991 3.020546
131 H 1.878107 9.100291 1.983826
132 H 2.103107 8.744321 3.757956
133 H 0.197617 10.580741 2.469966
134 H 1.133657 10.947791 3.906406
135 H -1.486733 10.098711 4.088436
136 H -0.375183 10.087301 5.280196
137 H -1.447943 7.602931 4.042786
138 H 0.072307 7.999311 5.009216
139 H -1.292663 8.747421 1.889026
140 H -0.845883 7.065071 1.351436
141 H 0.236827 8.329811 0.834916
142 C -2.992213 -3.424929 3.104626
143 O -4.018953 -2.884099 2.268226
144 C -3.892483 -3.309979 0.860316
145 C -5.128163 -2.657309 0.160966
146 N -4.975163 -1.123689 0.157636
147 H -4.727963 -0.745059 1.060766
148 H -4.137553 -0.875659 -0.349294
149 C -6.042843 -0.283029 -0.620384
150 C -5.348403 0.521501 -1.731614
151 O -5.151313 1.752191 -1.210504
152 C -4.755553 2.852881 -2.097724
153 H -2.167803 -2.720869 2.991646
154 H -2.855903 -4.503719 3.028976
155 H -3.358423 -3.366959 4.129626
156 H -4.047863 -4.380259 0.724416
157 H -2.975483 -3.033659 0.339876
158 H -6.086683 -3.058139 0.490606
159 H -4.929753 -2.837809 -0.895514
160 H -6.576793 0.300541 0.129576
161 H -6.684893 -1.009439 -1.118574
162 H -6.057123 0.527961 -2.559724
163 H -4.435823 0.099841 -2.152924
164 H -5.643983 3.392181 -2.426264
165 H -4.081283 2.477391 -2.867444
166 H -4.158713 3.389651 -1.360324
167 C -1.410643 -1.716609 -8.387284
168 C -0.434343 -1.709589 -7.154284
169 N -1.018643 -2.369959 -5.841914
170 C 0.061137 -2.503629 -4.772904
171 C -2.247423 -1.580489 -5.218494
172 C -2.019973 -0.097789 -4.812074
173 C -1.568293 -3.823519 -6.181164
174 C -1.972223 -4.801889 -5.077854
175 O -3.115283 -4.337469 -4.376744
176 C -3.443443 -5.207149 -3.248644
177 H -1.520873 -2.661859 -8.918754
178 H -1.033483 -1.021679 -9.137564
179 H -2.424363 -1.407569 -8.132384
180 H -0.108473 -0.764989 -6.718794
181 H 0.485567 -2.267319 -7.329804
182 H 0.730427 -3.221339 -5.247294
183 H -0.338293 -2.990569 -3.883274
184 H 0.458177 -1.546519 -4.434674
185 H -2.660173 -2.035739 -4.318214
186 H -3.017313 -1.650289 -5.986924
187 H -1.888423 0.595501 -5.642814
188 H -1.118453 0.106291 -4.234404
189 H -2.816953 0.342771 -4.213054
190 H -0.740733 -4.222439 -6.767764
191 H -2.366413 -3.673599 -6.908234
192 H -1.136033 -4.966939 -4.398424
193 H -2.229383 -5.720159 -5.605824
194 H -3.751323 -6.189769 -3.606074
195 H -4.287523 -4.760559 -2.723104
196 H -2.554163 -5.282409 -2.622854
197 C 7.973657 4.012591 -2.053704
198 C 7.653417 2.451851 -1.864604
199 N 6.184387 1.975491 -1.580124
200 C 6.199987 0.463071 -1.384424
201 C 5.595527 2.686211 -0.371764
202 C 6.485527 2.860601 0.871016
203 C 5.358457 2.203851 -2.869514
204 C 3.819947 1.844901 -2.771504
205 O 3.086847 2.768281 -1.953614
206 C 1.635167 2.561941 -2.188894
207 H 9.028297 4.255641 -1.924244
208 H 7.380487 4.797971 -1.585264
209 H 7.845687 4.271441 -3.104764
210 H 8.176327 2.099511 -0.975484
211 H 8.068997 1.917981 -2.719224
212 H 7.056097 0.229481 -0.751494
213 H 6.490497 -0.075919 -2.286194
214 H 5.306767 -0.006129 -0.971964
215 H 4.677687 2.118891 -0.217434
216 H 5.197127 3.633801 -0.734314
217 H 5.937827 3.393921 1.648006
218 H 7.417687 3.346971 0.583566
219 H 6.668897 1.886641 1.324766
220 H 5.843467 1.472761 -3.516344
221 H 5.535247 3.202881 -3.267984
222 H 3.624687 0.811021 -2.486804
223 H 3.494317 2.094331 -3.781384
224 H 1.294187 2.879131 -3.174404
225 H 1.094207 3.122911 -1.426804
226 H 1.266637 1.539021 -2.111884
227 C 2.426517 0.088481 1.372196
228 F 2.668457 0.680601 0.160606
229 F 1.879017 0.913961 2.196766
230 F 1.550977 -0.932599 1.262246
231 S 4.072567 -0.556069 2.138916
232 O 4.856377 -1.292689 1.109616
233 O 4.832237 0.675961 2.564206
234 O 3.706237 -1.378109 3.328976
235 C -2.108653 -7.044549 -0.087664
236 F -1.950693 -7.800079 -1.153854
237 F -1.147453 -6.129149 -0.190734
238 F -3.321963 -6.448469 -0.110344
239 S -1.877113 -8.114959 1.496506
240 O -0.502833 -8.707059 1.411646
241 O -2.052073 -7.155309 2.612006
242 O -2.940813 -9.092159 1.487036
243 C -0.737163 5.388001 -2.250124
244 F 0.449677 5.283541 -2.794334
245 F -1.472173 4.404861 -2.805994
246 F -0.606623 5.112161 -0.987234
247 S -1.608643 7.202411 -2.383474
248 O -2.466893 7.228161 -3.575044
249 O -2.409973 7.354921 -1.187034
250 O -0.544803 8.260151 -2.434374

Cartesian forces (eV/Å) of the 2 atoms listed first:
N 0.450 -5.449 -2.749
S 1.830 10.197 -0.199

[2]
# C3H9N3S

One molecule with the formula C3H9N3S at a distorted geometry (wB97M-V/def2-TZVPD, the Open Molecules 2025 dataset).

Its SMILES is CSN(C)/C=N\N. The energy above the lowest of the compared OMol25 structures with the same formula, charge and spin is 201.8 kJ/mol. Its electronic energy is -682.0890 Ha. The calculation puts the HOMO energy at -8.59 eV. The orbital gap is 9.427 eV. The largest force on an atom comes out at 2.26 eV/A. As for the charge: 0.

Element x y z (Å)
1 C -1.255179 -2.134310 -0.999045
2 S 0.398828 -1.466867 -0.683950
3 N 0.145584 -0.054585 0.199985
4 C -0.224753 -0.252774 1.570441
5 C -0.275318 1.127636 -0.456875
6 N 0.038125 2.336432 -0.127602
7 N 0.901828 2.443424 0.968709
8 H -1.830381 -1.454436 -1.655594
9 H -1.683374 -2.339357 -0.023946
10 H -1.085018 -3.106247 -1.576230
11 H 0.490317 -0.896209 2.087241
12 H -1.201869 -0.809443 1.621547
13 H -0.317904 0.738822 2.022885
14 H -0.901750 0.924997 -1.297084
15 H 1.554575 3.255033 0.748935
16 H 1.526903 1.636487 1.040679

Cartesian forces (eV/Å) of the 2 atoms listed first:
C 0.480 -0.645 -0.946
S 0.389 0.126 -0.642

[3]
# C16H36NO6S3Si

A 4-piece molecular cluster, C16H36NO6S3Si overall (wB97M-V/def2-TZVPD, the Open Molecules 2025 dataset).

The energy above the lowest of the compared OMol25 structures with the same formula, charge and spin is 0.0 kJ/mol. Its electronic energy is -2621.4848 Ha. The calculation puts the HOMO energy at -2.32 eV. The orbital gap is 4.398 eV. The largest force on an atom comes out at 0.24 eV/A. As for the charge: -1.

Element x y z (Å)
1 C 2.901959 -1.588032 2.908374
2 N 1.551912 -1.823776 2.539329
3 Si 0.277403 -0.786318 2.545151
4 C 0.714577 1.075748 2.738384
5 C -0.720892 -0.870970 0.891913
6 C -1.076296 -1.136786 3.862395
7 H 3.294105 -0.575475 2.665636
8 H 3.125671 -1.708134 3.992465
9 H 3.604045 -2.284298 2.414627
10 H -0.075995 1.622560 3.261088
11 H 0.872530 1.561140 1.770962
12 H 1.637922 1.185668 3.315450
13 H -0.698425 0.085061 0.358608
14 H -0.208992 -1.623168 0.284887
15 H -1.768079 -1.169576 1.003373
16 H -1.552843 -0.226661 4.236351
17 H -0.640263 -1.665730 4.713235
18 H -1.868401 -1.772573 3.452840
19 C -6.377110 1.278207 6.298430
20 C -5.924041 2.459149 7.169459
21 C -4.478938 2.186011 7.589093
22 S -3.759018 1.184518 6.263690
23 O -3.453759 -0.111184 6.810186
24 O -2.768834 1.950368 5.559670
25 C -5.260182 1.049950 5.289418
26 H -7.325448 1.483076 5.802262
27 H -6.506028 0.384891 6.913475
28 H -5.971133 3.378772 6.582276
29 H -6.568029 2.589921 8.038829
30 H -3.866819 3.078361 7.691712
31 H -4.412201 1.580312 8.490851
32 H -5.247994 0.069303 4.819282
33 H -5.220408 1.831050 4.530561
34 C 1.013774 -1.447890 -2.548795
35 C -0.499223 -1.636224 -2.718438
36 C -1.124642 -0.239969 -2.768985
37 S 0.120323 0.831079 -3.504421
38 O 0.487998 1.872854 -2.578224
39 O -0.264518 1.207483 -4.850721
40 C 1.412461 -0.401298 -3.579707
41 H 1.564600 -2.373364 -2.707916
42 H 1.230033 -1.094515 -1.538535
43 H -0.714283 -2.168602 -3.648448
44 H -0.918687 -2.203139 -1.889163
45 H -2.015263 -0.168116 -3.389273
46 H -1.324165 0.144266 -1.769976
47 H 2.363834 0.092286 -3.393526
48 H 1.387486 -0.813952 -4.585547
49 C 3.972764 0.938195 -6.371916
50 C 5.382033 0.491384 -6.784183
51 C 5.501272 -0.998482 -6.457766
52 S 3.827826 -1.666827 -6.575313
53 O 3.426545 -2.096490 -5.257971
54 O 3.717153 -2.571359 -7.691300
55 C 3.022426 -0.104977 -6.942921
56 H 3.735996 1.932962 -6.746142
57 H 3.882864 0.964099 -5.284042
58 H 5.511866 0.646760 -7.857369
59 H 6.153757 1.063952 -6.271425
60 H 6.130147 -1.562105 -7.142351
61 H 5.815423 -1.175723 -5.430695
62 H 2.032659 -0.117247 -6.491760
63 H 2.937543 -0.036425 -8.027432

Cartesian forces (eV/Å) of the 2 atoms listed first:
C 0.160 0.067 0.158
N -0.092 -0.023 -0.226